[1]
Molecular formula: C25H32N4OS
Method: DFT, ωB97M-V with the def2-TZVPD basis set

Bonds (Å) are listed after each position.
CARTESIAN COORDINATES (ANGSTROEM)
1 C -5.595 -3.413 -0.808  C2 1.497, H61 1.089, H62 1.087, H63 1.089
2 C -4.533 -2.451 -0.375  C1 1.497, C3 1.379, C12 1.399
3 C -4.716 -1.088 -0.475  C2 1.379, C4 1.395, H60 1.081
4 C -3.711 -0.213 -0.059  C3 1.395, N5 1.369, C10 1.408
5 N -3.880 1.141 -0.163  C4 1.369, C6 1.377, H59 1.014
6 C -2.966 2.106 0.198  N5 1.377, O7 1.221, C8 1.457
7 O -3.215 3.286 0.011  C6 1.221
8 C -1.735 1.584 0.776  C6 1.457, C9 1.353, C19 1.505
9 C -1.534 0.251 0.891  C8 1.353, C10 1.426, H18 1.079
10 C -2.503 -0.706 0.469  C4 1.408, C9 1.426, C11 1.411
11 C -2.317 -2.102 0.562  C10 1.411, C12 1.378, C14 1.497
12 C -3.327 -2.939 0.141  C2 1.399, C11 1.378, H13 1.081
13 H -3.192 -4.009 0.212  C12 1.081
14 C -1.039 -2.663 1.104  C11 1.497, H15 1.087, H16 1.089, H17 1.090
15 H -1.079 -3.749 1.121  C14 1.087
16 H -0.862 -2.308 2.118  C14 1.089
17 H -0.193 -2.358 0.489  C14 1.090
18 H -0.613 -0.100 1.332  C9 1.079
19 C -0.700 2.587 1.209  C8 1.505, N20 1.449, H57 1.096, H58 1.093
20 N 0.571 2.379 0.543  C19 1.449, C21 1.356, C39 1.444
21 C 1.539 1.630 1.127  N20 1.356, N22 1.350, S38 1.668
22 N 2.603 1.298 0.366  C21 1.350, C23 1.447, H37 1.024
23 C 3.764 0.614 0.893  N22 1.447, C24 1.506, H35 1.095, H36 1.095
24 C 3.780 -0.851 0.544  C23 1.506, C25 1.388, C29 1.390
25 C 4.736 -1.371 -0.318  C24 1.388, C26 1.385, H34 1.081
26 C 4.731 -2.716 -0.646  C25 1.385, C27 1.384, H33 1.081
27 C 3.763 -3.554 -0.120  C26 1.384, C28 1.385, H32 1.080
28 C 2.807 -3.044 0.743  C27 1.385, C29 1.383, H31 1.080
29 C 2.816 -1.701 1.073  C24 1.390, C28 1.383, H30 1.080
30 H 2.084 -1.303 1.760  C29 1.080
31 H 2.058 -3.698 1.166  C28 1.080
32 H 3.759 -4.603 -0.375  C27 1.080
33 H 5.484 -3.110 -1.313  C26 1.081
34 H 5.496 -0.720 -0.728  C25 1.081
35 H 4.658 1.104 0.493  C23 1.095
36 H 3.747 0.735 1.981  C23 1.095
37 H 2.450 1.199 -0.642  N22 1.024
38 S 1.435 1.188 2.732  C21 1.668
39 C 0.753 3.063 -0.716  N20 1.444, H40 1.091, H41 1.097, C42 1.533
40 H 1.820 3.108 -0.944  C39 1.091
41 H 0.394 4.091 -0.589  C39 1.097
42 C -0.018 2.443 -1.887  C39 1.533, C43 1.527, H55 1.091, H56 1.091
43 C 0.306 0.971 -2.134  C42 1.527, N44 1.459, H53 1.094, H54 1.104
44 N 1.728 0.690 -2.300  C43 1.459, C45 1.452, C49 1.453
45 C 2.297 1.347 -3.464  N44 1.452, H46 1.089, H47 1.099, H48 1.088
46 H 3.347 1.069 -3.545  C45 1.089
47 H 1.787 1.062 -4.394  C45 1.099
48 H 2.238 2.427 -3.349  C45 1.088
49 C 1.941 -0.745 -2.378  N44 1.453, H50 1.099, H51 1.089, H52 1.088
50 H 1.430 -1.195 -3.241  C49 1.099
51 H 1.571 -1.218 -1.469  C49 1.089
52 H 3.007 -0.949 -2.457  C49 1.088
53 H -0.037 0.390 -1.273  C43 1.094
54 H -0.266 0.630 -3.015  C43 1.104
55 H 0.183 3.036 -2.780  C42 1.091
56 H -1.088 2.516 -1.685  C42 1.091
57 H -0.530 2.498 2.288  C19 1.096
58 H -1.070 3.590 0.984  C19 1.093
59 H -4.752 1.486 -0.549  N5 1.014
60 H -5.637 -0.686 -0.872  C3 1.081
61 H -5.212 -4.077 -1.582  C1 1.089
62 H -6.464 -2.889 -1.196  C1 1.087
63 H -5.908 -4.031 0.033  C1 1.089

Calculated values
Structure (SMILES): Cc1cc(C)c2cc(CN(CCCN(C)C)C(=S)NCc3ccccc3)c(=O)[nH]c2c1
Energy (eV): -45289.4916

These are the Löwdin partial charges, in e, on atoms 1 to 2: number 1, C, carries -0.048; number 2, C, carries -0.268

[2]
Molecular formula: C24H46ClN2O20
Method: DFT, ωB97M-V with the def2-TZVPD basis set

Bonds (Å) are listed after each position.
CARTESIAN COORDINATES (ANGSTROEM)
1 Cl -0.239 0.478 2.260  O2 1.458, O3 1.447, O4 1.456, O5 1.433
2 O 0.211 0.241 0.893  Cl1 1.458
3 O 0.595 1.468 2.906  Cl1 1.447
4 O -1.639 0.870 2.169  Cl1 1.456
5 O -0.030 -0.820 2.831  Cl1 1.433
6 C -3.135 2.155 5.053  C7 1.502, O11 1.422, H12 1.090, H13 1.090
7 C -1.805 2.835 5.208  C6 1.502, O8 1.358, H14 1.090, H15 1.090
8 O -2.219 4.116 5.386  C7 1.358, C9 1.266
9 C -3.340 4.130 5.974  O8 1.266, O10 1.222, O11 1.315
10 O -3.684 5.096 6.637  C9 1.222
11 O -4.038 3.054 5.685  C6 1.422, C9 1.315
12 H -3.304 1.220 5.587  C6 1.090
13 H -3.396 2.139 3.995  C6 1.090
14 H -1.190 2.816 4.308  C7 1.090
15 H -1.186 2.263 5.899  C7 1.090
16 C 2.433 -1.406 -0.756  C17 1.511, O21 1.445, H22 1.090, H23 1.090
17 C 3.075 -0.218 -0.079  C16 1.511, O18 1.422, H24 1.090, H25 1.090
18 O 4.365 -0.644 0.340  C17 1.422, C19 1.333
19 C 4.359 -1.977 0.331  O18 1.333, O20 1.243, O21 1.310
20 O 5.129 -2.683 1.005  C19 1.243
21 O 3.311 -2.456 -0.292  C16 1.445, C19 1.310
22 H 2.446 -1.186 -1.824  C16 1.090
23 H 1.413 -1.401 -0.372  C16 1.090
24 H 2.491 0.154 0.764  C17 1.090
25 H 3.324 0.585 -0.772  C17 1.090
26 C -1.450 -3.996 1.222  C27 1.439, O31 1.418, H32 1.090, H33 1.090
27 C -1.567 -3.055 0.140  C26 1.439, O28 1.428, H34 1.090, H35 1.090
28 O -1.059 -3.877 -0.910  C27 1.428, C29 1.318
29 C -0.777 -5.116 -0.562  O28 1.318, O30 1.257, O31 1.350
30 O -0.180 -5.940 -1.299  C29 1.257
31 O -1.033 -5.268 0.755  C26 1.418, C29 1.350
32 H -2.340 -4.024 1.851  C26 1.090
33 H -0.652 -3.700 1.903  C26 1.090
34 H -0.942 -2.209 0.426  C27 1.090
35 H -2.617 -2.835 -0.055  C27 1.090
36 C 1.594 -3.589 3.985  C37 1.524, O41 1.325, H42 1.090, H43 1.090
37 C 2.091 -3.716 2.550  C36 1.524, O38 1.453, H44 1.090, H45 1.090
38 O 3.307 -4.488 2.745  C37 1.453, C39 1.348
39 C 3.297 -5.037 3.976  O38 1.348, O40 1.211, O41 1.319
40 O 4.101 -5.811 4.448  C39 1.211
41 O 2.319 -4.472 4.656  C36 1.325, C39 1.319
42 H 0.531 -3.796 4.107  C36 1.090
43 H 1.665 -2.566 4.355  C36 1.090
44 H 2.341 -2.824 1.977  C37 1.090
45 H 1.387 -4.330 1.988  C37 1.090
46 C 3.635 4.105 -0.729  O47 1.439, H55 1.090, H56 1.090, H57 1.090
47 O 2.614 3.793 -1.694  C46 1.439, C48 1.439
48 C 2.217 4.905 -2.516  O47 1.439, C49 1.546, H58 1.090, H59 1.090
49 C 1.246 5.905 -1.849  C48 1.546, N50 1.467, H60 1.090, H61 1.090
50 N -0.132 5.427 -1.691  C49 1.467, C51 1.500, H62 1.010
51 C -0.335 4.084 -1.054  N50 1.500, C52 1.485, H63 1.090, H64 1.090
52 C -0.063 3.970 0.401  C51 1.485, O53 1.404, H65 1.090, H66 1.090
53 O -0.215 5.144 1.155  C52 1.404, C54 1.430
54 C -0.051 5.040 2.573  O53 1.430, H67 1.090, H68 1.090, H69 1.090
55 H 4.431 4.391 -1.415  C46 1.090
56 H 3.911 3.109 -0.384  C46 1.090
57 H 3.584 4.938 -0.027  C46 1.090
58 H 1.715 4.260 -3.237  C48 1.090
59 H 3.015 5.519 -2.934  C48 1.090
60 H 1.259 6.861 -2.373  C49 1.090
61 H 1.626 6.090 -0.844  C49 1.090
62 H -0.508 6.030 -0.973  N50 1.010
63 H -0.031 3.340 -1.791  C51 1.090
64 H -1.418 4.067 -1.177  C51 1.090
65 H 0.994 3.726 0.512  C52 1.090
66 H -0.648 3.111 0.729  C52 1.090
67 H -0.068 6.010 3.070  C54 1.090
68 H 0.741 4.362 2.892  C54 1.090
69 H -0.991 4.600 2.908  C54 1.090
70 C -2.792 0.653 -1.277  O71 1.476, H79 1.090, H80 1.090, H81 1.090
71 O -3.149 -0.014 -2.545  C70 1.476, C72 1.332
72 C -2.263 0.179 -3.519  O71 1.332, C73 1.552, H82 1.090, H83 1.090
73 C -1.065 -0.796 -3.667  C72 1.552, N74 1.472, H84 1.090, H85 1.090
74 N -1.371 -2.224 -3.854  C73 1.472, C75 1.510, H86 1.010
75 C -0.190 -3.106 -4.179  N74 1.510, C76 1.618, H87 1.090, H88 1.090
76 C -0.826 -4.575 -4.420  C75 1.618, O77 1.424, H89 1.090, H90 1.090
77 O -1.785 -4.332 -5.445  C76 1.424, C78 1.439
78 C -2.540 -5.527 -5.713  O77 1.439, H91 1.090, H92 1.090, H93 1.090
79 H -3.444 0.329 -0.466  C70 1.090
80 H -2.824 1.737 -1.379  C70 1.090
81 H -1.812 0.316 -0.938  C70 1.090
82 H -1.930 1.210 -3.400  C72 1.090
83 H -2.707 0.239 -4.513  C72 1.090
84 H -0.329 -0.533 -2.908  C73 1.090
85 H -0.461 -0.523 -4.533  C73 1.090
86 H -2.317 -2.290 -4.201  N74 1.010
87 H 0.521 -3.179 -3.355  C75 1.090
88 H 0.479 -2.757 -4.966  C75 1.090
89 H -1.464 -4.947 -3.619  C76 1.090
90 H -0.068 -5.261 -4.798  C76 1.090
91 H -1.912 -6.282 -6.185  C78 1.090
92 H -3.422 -5.384 -6.338  C78 1.090
93 H -2.817 -5.897 -4.726  C78 1.090

Calculated values
Charge: -1
Energy (eV): -82075.0878

These are the Löwdin partial charges, in e, on atoms 1 to 2: number 1, Cl, carries 0.646; number 2, O, carries -0.410